Entry 1:
{"formula": "C2H5N3S", "method": "wB97M-V/def2-TZVPD", "total_energy_ha": -641.65760, "smiles": "[H]/N=C\\NC(N)=S", "spin_multiplicity": 1, "e_lumo_ev": 0.3019, "homo_lumo_gap_ha": 0.32717, "de_lowest_kj_mol": 69.4, "elements": ["H", "N", "C", "N", "C", "N", "S", "H", "H", "H", "H"], "xyz": [[-1.51246, -1.20047, -1.44504], [-0.84406, -1.93065, -1.30903], [0.15459, -1.58780, -0.61393], [0.47657, -0.34496, -0.05080], [-0.24017, 0.79383, 0.19350], [0.40044, 1.80279, 0.85284], [-1.84064, 1.01409, -0.25628], [1.10279, -2.21119, -0.61050], [1.26762, -0.40825, 0.60648], [1.19612, 1.52249, 1.40697], [-0.16080, 2.55011, 1.22580]], "atomic_forces_ev_per_a": [[-0.663, 0.655, 0.328], [1.318, -0.638, 0.421], [0.585, -0.372, -1.601], [1.307, 0.850, 1.938], [-2.131, 0.373, -0.475], [0.741, -1.063, 0.039], [0.599, -0.139, -0.093], [-1.436, 0.260, 0.431], [-0.286, -0.146, -0.884], [0.136, 0.357, 0.045], [-0.171, -0.137, -0.149]]}

***

Entry 2:
{"formula": "C3H12ClMgN6O3", "method": "wB97M-V/def2-TZVPD", "total_energy_ha": -1335.80487, "total_charge": 1, "spin_multiplicity": 1, "e_lumo_ev": -8.2924, "homo_lumo_gap_ha": 0.12791, "de_lowest_kj_mol": 254.9, "elements": ["Mg", "Cl", "C", "O", "N", "N", "H", "H", "H", "H", "C", "O", "N", "N", "H", "H", "H", "H", "C", "O", "N", "N", "H", "H", "H", "H"], "xyz": [[-1.02517, -2.02648, -3.02810], [-0.03419, -0.11125, -2.01000], [-2.08983, 3.21233, -1.53289], [-2.73673, 4.25898, -1.46186], [-1.47130, 2.52751, -0.59235], [-1.65543, 2.64582, -2.65775], [-0.51549, 2.26706, -0.78910], [-1.52783, 2.81483, 0.37427], [-1.09884, 1.80364, -2.62546], [-1.87794, 3.03772, -3.56164], [-1.08061, -1.13225, 1.69851], [-0.41918, -2.02394, 1.20874], [-1.90798, -1.35159, 2.62208], [-1.18282, 0.06869, 1.19026], [-2.32287, -2.27150, 2.66359], [-2.33877, -0.53660, 3.03478], [-0.81604, 0.23217, 0.26352], [-1.92348, 0.68342, 1.49619], [2.87087, -2.12137, 0.33980], [2.04357, -2.96424, 0.02637], [2.75727, -0.89934, 0.11309], [3.97846, -2.33214, 0.90617], [1.90146, -0.59206, -0.32653], [3.49974, -0.32750, 0.48969], [4.62337, -1.59561, 1.15462], [4.34977, -3.26630, 1.00400]], "atomic_forces_ev_per_a": [[1.261, 1.626, 1.582], [-0.751, -2.011, -1.313], [-0.399, 3.490, -1.574], [0.117, -1.816, 0.308], [1.406, -1.580, 5.095], [-0.238, -0.516, -3.727], [-0.243, 0.065, -0.095], [-0.358, 0.425, -0.178], [-0.419, 0.415, -0.207], [0.005, 0.057, 0.304], [1.978, -1.705, -3.550], [1.134, -0.824, -1.126], [-4.127, -0.898, 5.437], [0.593, 4.015, -1.688], [0.262, 0.280, 0.620], [-0.500, -0.735, 0.268], [-0.012, 0.026, 0.494], [0.211, -0.138, -0.342], [-3.219, -4.336, -1.199], [-0.519, -1.128, -0.699], [-1.809, 7.472, -1.821], [6.672, -3.213, 3.617], [0.416, 0.447, 0.399], [-0.945, 0.795, -0.615], [-0.179, -0.370, -0.090], [-0.333, 0.155, 0.102]]}

***

Entry 3:
{"formula": "C4H12NP", "method": "wB97M-V/def2-TZVPD", "total_energy_ha": -555.65084, "smiles": "CCN(C)PC", "spin_multiplicity": 1, "e_lumo_ev": 1.1545, "homo_lumo_gap_ha": 0.36042, "de_lowest_kj_mol": 172.0, "elements": ["C", "C", "N", "C", "P", "C", "H", "H", "H", "H", "H", "H", "H", "H", "H", "H", "H", "H"], "xyz": [[-0.90132, 0.78969, -1.52642], [0.18020, -0.05007, -1.08959], [-0.16334, -0.70678, 0.35577], [-0.13738, -2.14920, 0.14688], [0.75526, -0.21157, 1.73494], [0.25134, 1.52687, 1.58236], [-1.14108, 1.43239, -0.66325], [-0.66213, 1.40173, -2.36392], [-1.85139, 0.25381, -1.70878], [0.48800, -0.79612, -1.79379], [1.16525, 0.45599, -0.94341], [-0.79585, -2.64686, 0.88480], [-0.68748, -2.46865, -0.78225], [0.88854, -2.52414, 0.19386], [2.09479, -0.11447, 1.30828], [0.93755, 2.11161, 0.95469], [0.31156, 2.06206, 2.61484], [-0.73251, 1.63370, 1.09500]], "atomic_forces_ev_per_a": [[-2.456, 1.117, 0.995], [2.624, -1.240, 3.313], [0.877, 0.122, -3.120], [-1.564, -0.848, 0.163], [-1.432, -0.360, -0.040], [0.730, 2.219, 1.434], [-0.063, 0.143, -0.739], [0.188, 0.458, -0.779], [0.566, -0.040, -0.147], [-0.361, -1.001, -0.254], [-0.857, 0.366, 0.012], [0.780, 0.172, 0.260], [0.993, 0.636, 0.436], [-0.174, -0.521, -0.272], [0.326, 0.145, -0.465], [-0.059, -0.195, 0.021], [-0.472, -0.935, -1.726], [0.353, -0.239, 0.909]]}

***

Entry 4:
{"formula": "C22H37NiO3Si", "method": "wB97M-V/def2-TZVPD", "total_energy_ha": -2883.85674, "total_charge": -1, "spin_multiplicity": 3, "e_lumo_ev": [2.3653, 2.3634], "homo_lumo_gap_ha": [0.07627, 0.19863], "elements": ["O", "C", "C", "H", "H", "C", "H", "H", "C", "H", "H", "H", "C", "H", "H", "H", "Ni", "C", "C", "C", "H", "C", "C", "H", "H", "H", "H", "C", "C", "C", "H", "C", "C", "H", "H", "H", "H", "O", "C", "C", "H", "H", "C", "H", "H", "C", "H", "H", "H", "H", "C", "Si", "C", "C", "O", "H", "H", "H", "H", "H", "H", "H", "H", "H"], "xyz": [[1.62264, 1.71926, -1.23822], [1.64980, 0.74635, -2.32435], [2.94491, 0.03562, -1.83171], [1.77241, 1.29786, -3.25276], [0.74475, 0.10913, -2.28755], [2.71131, 0.97878, -0.60872], [3.89900, 0.20893, -2.34780], [2.76343, -1.05441, -1.69680], [3.72988, 2.01159, -0.19284], [3.76089, 2.82841, -0.91561], [4.71270, 1.55795, -0.05765], [3.37880, 2.46127, 0.74841], [2.33708, 0.02889, 0.49449], [1.77374, -0.84351, 0.13406], [1.76411, 0.50870, 1.28609], [3.23926, -0.39377, 0.94583], [-0.71087, -1.74953, 1.50410], [-1.93880, -3.27782, 1.00967], [-2.40964, -2.08136, 0.36386], [-1.35203, -1.56487, -0.44974], [-3.41623, -1.68817, 0.41979], [-0.26378, -2.50182, -0.38195], [-0.60200, -3.52436, 0.56327], [0.00940, -4.38713, 0.82665], [-2.50697, -3.93410, 1.66776], [-1.37408, -0.65961, -1.06023], [0.59001, -2.52982, -1.04649], [-2.50414, 0.20610, 2.78416], [-1.35020, -0.77938, 2.97378], [-0.18895, -0.14984, 2.40287], [-1.35107, -1.43458, 3.84411], [-0.65880, 0.94874, 1.53340], [-1.99879, 1.10969, 1.68069], [-2.64516, 1.84182, 1.21489], [-2.53240, 0.83668, 3.70378], [0.79047, -0.21422, 2.86331], [-0.00668, 1.51765, 0.87084], [3.45071, 1.61203, -4.03287], [4.87626, 1.55285, -4.17295], [5.31681, 2.30542, -5.44049], [5.19327, 0.50461, -4.21890], [5.32542, 1.96738, -3.26128], [4.00221, 2.65797, -6.17100], [5.97550, 1.67252, -6.04143], [5.84723, 3.21423, -5.15041], [2.88905, 2.30717, -5.16066], [3.87580, 2.04713, -7.06700], [3.92668, 3.71186, -6.45840], [2.08520, 1.68977, -5.58415], [2.39988, 3.21184, -4.76637], [-4.08452, -1.19924, 5.29850], [-4.86271, -1.06858, 3.60373], [-5.24695, -2.70999, 2.81545], [-6.23539, 0.18366, 3.56492], [-3.76918, -0.38698, 2.51141], [-4.85602, -1.41077, 6.05101], [-3.59088, -0.26561, 5.59646], [-3.34722, -2.00953, 5.36168], [-5.85213, -3.32953, 3.48857], [-5.82708, -2.54366, 1.89796], [-4.33790, -3.26650, 2.55018], [-5.88902, 1.13287, 3.99949], [-6.52743, 0.38139, 2.52436], [-7.12159, -0.14743, 4.11881]], "atomic_forces_ev_per_a": [[0.300, -1.579, -0.066], [-0.349, 0.251, -0.228], [-0.595, 0.676, -0.345], [-0.703, -0.553, 0.243], [0.435, 0.208, -0.114], [0.408, -0.824, 0.088], [-0.682, -0.056, -0.102], [0.457, 0.850, 0.333], [-0.035, 0.028, 0.249], [0.196, -0.196, -0.169], [0.076, 0.128, 0.119], [0.252, -0.174, -0.096], [-0.569, 0.007, 0.931], [-0.118, 0.557, 0.157], [0.185, -0.017, -0.068], [0.213, 0.152, -0.070], [0.848, -0.845, -0.074], [-0.803, -0.626, -1.068], [-0.048, -0.922, -0.630], [-0.114, -1.118, -0.661], [0.375, 0.207, 0.363], [-0.195, -0.143, -0.609], [-0.345, -0.455, -0.744], [-0.157, 0.329, -0.051], [0.213, 0.339, -0.135], [-0.055, -0.359, 0.372], [0.162, 0.241, 0.276], [1.028, -0.300, -0.097], [-1.415, 1.554, 1.581], [0.579, 1.744, 0.171], [0.205, 0.389, 0.233], [0.667, -0.070, 0.905], [-0.326, -0.285, 0.118], [0.091, -0.004, -0.100], [-0.705, -0.056, 0.291], [0.114, 0.103, -0.190], [-0.236, -0.109, 0.132], [1.468, 0.748, -1.791], [0.084, -0.194, 0.254], [-0.339, 0.210, 0.278], [-0.177, -0.007, -0.035], [-0.077, 0.057, -0.168], [-0.306, -0.446, 0.242], [-0.065, 0.253, 0.015], [0.075, -0.084, -0.162], [-0.358, 0.362, 0.464], [0.094, 0.107, -0.002], [0.171, -0.234, 0.020], [0.294, 0.012, -0.039], [0.161, -0.114, -0.140], [-0.215, -0.251, 0.451], [2.149, 1.144, -1.525], [-0.534, -0.290, 0.213], [-0.664, -0.039, 0.251], [-0.940, -0.274, 0.820], [0.060, 0.004, -0.006], [-0.086, -0.137, -0.206], [-0.094, 0.168, -0.132], [-0.011, -0.097, -0.137], [0.131, -0.062, 0.130], [-0.198, 0.326, 0.157], [-0.011, -0.280, -0.088], [0.101, -0.098, 0.227], [-0.067, 0.149, -0.034]]}